1.
The molecule C7H6N2. Source: the OMol25 dataset; level of theory: ωB97M-V/def2-TZVPD.

The energy relative to the best compared isomer or geometry (same formula, charge and spin) comes out at 10.243 eV. The multiplicity is 1. As for the structure (SMILES): C#C[C@@H]1[C@H](C#C)N1N=C. The value obtained for the lowest unoccupied orbital energy is 0.8 eV. For the total energy, the calculation gives -10326.0254 eV.

Each line ends with the natural charge from an NBO analysis.
Positions of all 15 atoms, in Å:
C1 -0.40 2.44 -1.36  -0.22
C2 -0.71 1.73 -0.30  -0.04
C3 -0.69 0.92 0.84  -0.19
C4 0.47 0.14 1.19  -0.15
C5 1.66 0.19 0.30  -0.03
C6 2.39 -0.35 -0.70  -0.15
N1 -0.70 -0.60 0.76  -0.26
N2 -0.55 -1.30 -0.40  -0.29
C7 -1.08 -2.40 -0.33  -0.07
H1 -0.60 2.74 -2.48  0.27
H2 -1.53 0.82 1.68  0.27
H3 0.51 0.09 2.30  0.24
H4 3.24 -0.63 -1.19  0.21
H5 -1.94 -2.50 0.46  0.18
H6 -0.79 -3.16 -1.25  0.20

***

2.
The molecule C7H6N2O. Source: the OMol25 dataset; level of theory: ωB97M-V/def2-TZVPD.

The energy relative to the best compared isomer or geometry (same formula, charge and spin) comes out at 4.675 eV. The multiplicity is 1. The value obtained for the lowest unoccupied orbital energy is -0.7 eV. For the total energy, the calculation gives -12378.6802 eV.

Each line ends with the natural charge from an NBO analysis.
Positions of all 16 atoms, in Å:
C1 1.13 -0.19 -1.72  -0.02
C2 1.54 1.07 -1.59  -0.38
C3 1.05 -1.17 1.23  0.05
C4 0.23 -0.03 1.34  -0.21
C5 0.10 -0.86 -0.75  0.04
C6 1.50 2.26 -1.13  0.64
C7 -1.22 1.24 -0.23  -0.23
N1 0.99 -1.65 0.00  -0.48
N2 -0.42 0.28 0.17  -0.22
O1 1.53 3.41 -0.84  -0.48
H1 1.38 -0.73 -2.59  0.22
H2 1.68 -1.77 1.97  0.23
H3 0.16 0.74 2.11  0.22
H4 -0.77 -1.34 -1.24  0.24
H5 -1.27 1.51 -1.25  0.20
H6 -1.47 2.08 0.37  0.20

***

3.
A structure of composition C7H6N2O5S. Source: the OMol25 dataset; level of theory: ωB97M-V/def2-TZVPD.

The energy relative to the best compared isomer or geometry (same formula, charge and spin) comes out at 2.302 eV. The multiplicity is 1. The value obtained for the lowest unoccupied orbital energy is -0.1 eV. For the total energy, the calculation gives -31401.2805 eV.

Each line ends with the natural charge from an NBO analysis.
Positions of all 21 atoms, in Å:
C1 1.56 -2.05 1.54  -0.19
C2 1.69 -0.69 1.77  -0.20
C3 0.46 -2.52 0.83  -0.20
C4 0.86 0.18 1.00  -0.20
C5 -0.40 -1.68 0.12  -0.20
C6 -0.12 -0.32 0.17  -0.24
C7 -2.08 1.85 0.91  0.47
N1 -1.36 2.32 -0.10  -0.78
N2 0.55 1.51 -3.10  0.75
O1 1.59 1.25 -3.60  -0.32
O2 -2.23 0.61 0.95  -0.64
O3 -0.43 1.93 -3.60  -0.34
O4 0.45 1.30 -1.73  -0.57
O5 -1.98 0.32 -1.72  -0.84
S1 -1.03 0.86 -0.83  2.16
H1 2.08 -2.91 1.97  0.22
H2 2.45 -0.51 2.46  0.23
H3 0.50 -3.57 0.86  0.22
H4 1.06 1.30 1.02  0.25
H5 -1.28 -1.79 -0.48  0.25
H6 -2.34 2.63 1.56  0.17

***

4.
The ion C7H6N3O2S2 with charge +1. Source: the OMol25 dataset; level of theory: ωB97M-V/def2-TZVPD.

The energy relative to the best compared isomer or geometry (same formula, charge and spin) comes out at 3.351 eV. The multiplicity is 1. Its net charge is +1. As for the structure (SMILES): O=[S@@]1([O-])=N[N+]#C/[NH+]=C2/C=CC=C[C@H]2S1. The value obtained for the lowest unoccupied orbital energy (spin up / spin down) is -6.8 / -6.8 eV. For the total energy, the calculation gives -37578.1856 eV.

Each line ends with the natural charge from an NBO analysis.
Positions of all 20 atoms, in Å:
O1 4.24 0.56 0.92  -0.84
S1 3.24 0.35 -0.06  2.07
O2 3.24 1.38 -1.02  -0.87
N1 3.09 -1.25 -0.72  -0.42
N2 1.99 -1.65 -0.36  -0.04
C1 1.11 -2.03 0.33  0.44
N3 -0.17 -2.06 0.52  -0.54
C2 -0.85 -0.86 0.31  0.33
C3 -2.18 -0.58 0.65  -0.33
C4 -2.74 0.68 0.32  0.02
C5 -2.13 1.61 -0.57  -0.24
C6 -0.78 1.41 -0.79  -0.06
C7 -0.08 0.21 -0.43  -0.38
S2 1.42 0.54 1.06  0.01
H1 -0.55 -2.72 1.16  0.45
H2 -2.92 -1.07 1.27  0.27
H3 -3.73 0.83 0.89  0.26
H4 -2.64 2.54 -0.85  0.27
H5 -0.20 2.18 -1.31  0.27
H6 0.64 -0.08 -1.31  0.34

***

5.
A cluster of 2 separate species, C7H6N5O2S in total. Source: the OMol25 dataset; level of theory: ωB97M-V/def2-TZVPD.

The energy relative to the best compared isomer or geometry (same formula, charge and spin) comes out at 5.667 eV. The multiplicity is 1. Its net charge is +1. The value obtained for the lowest unoccupied orbital energy (spin up / spin down) is -6.9 / -5.8 eV. For the total energy, the calculation gives -29721.7770 eV.

Each line ends with the natural charge from an NBO analysis.
Positions of all 21 atoms, in Å:
C1 0.30 -2.08 0.68  -0.18
C2 1.12 -2.06 1.75  -0.17
C3 1.35 0.29 1.48  -0.30
C4 0.52 0.14 0.44  0.31
C5 -0.16 -0.89 -0.07  0.09
C6 1.82 -0.88 2.08  0.05
C7 -1.25 1.61 -1.94  -0.09
N1 -1.73 -1.05 2.64  -0.06
N2 -2.03 -1.37 3.65  0.05
N3 -1.11 -1.04 -0.97  -0.66
N4 -1.02 2.89 -2.04  -0.72
N5 2.85 -0.61 3.12  0.53
O1 3.20 -1.56 3.79  -0.32
O2 3.23 0.53 3.24  -0.35
S1 -2.00 0.25 -2.14  0.68
H1 -0.11 -2.96 0.47  0.23
H2 1.37 -2.98 2.37  0.29
H3 1.74 1.25 1.83  0.32
H4 -1.35 -2.02 -1.16  0.41
H5 -1.52 3.37 -2.77  0.43
H6 -0.60 3.28 -1.20  0.43

***

6.
A structure of composition C7H6NNdO6. Source: the OMol25 dataset; level of theory: ωB97M-V/def2-TZVPD.

The energy relative to the best compared isomer or geometry (same formula, charge and spin) comes out at 1.739 eV. The multiplicity is 4. Its net charge is +2. The value obtained for the lowest unoccupied orbital energy (spin up / spin down) is -9.2 / -9.1 eV. For the total energy, the calculation gives -36387.8419 eV.

Each line ends with the Löwdin charge.
Positions of all 21 atoms, in Å:
O1 -2.19 -0.78 2.07  0.07
C1 -2.77 -1.56 1.46  0.11
Nd1 0.03 1.29 -1.54  1.81
O2 1.04 0.14 1.79  0.20
C2 0.78 0.49 0.72  -0.07
C3 -1.08 -0.79 -1.14  -0.43
O3 -0.38 -0.77 -2.27  -0.23
C4 -0.95 2.36 0.57  -0.05
O4 -1.45 2.66 1.57  0.21
C5 -1.09 -1.86 -0.29  -0.18
O5 -0.69 -2.90 0.10  0.24
H1 -1.55 0.56 -0.72  0.08
C6 3.62 -0.88 -1.14  0.04
C7 3.36 0.34 -1.95  -0.46
N1 4.31 0.78 -2.77  0.25
O6 2.26 0.99 -1.91  -0.23
H2 4.66 -1.21 -1.29  0.11
H3 2.95 -1.70 -1.45  0.12
H4 3.46 -0.68 -0.08  0.10
H5 4.14 1.61 -3.33  0.15
H6 5.20 0.30 -2.84  0.15

***

7.
The ion C7H6NO4S with charge -1. Source: the OMol25 dataset; level of theory: ωB97M-V/def2-TZVPD.

The energy relative to the best compared isomer or geometry (same formula, charge and spin) comes out at 1.187 eV. The multiplicity is 1. Its net charge is -1. As for the structure (SMILES): NC1=C(S[O-])OC(=O)[C@@H](C=O)C=C1. The value obtained for the lowest unoccupied orbital energy (spin up / spin down) is 3.4 / 3.4 eV. For the total energy, the calculation gives -27869.8831 eV.

Each line ends with the natural charge from an NBO analysis.
Positions of all 19 atoms, in Å:
N1 1.77 1.76 1.06  -0.80
C1 1.08 0.68 0.53  -0.09
C2 0.26 -0.11 1.29  0.05
S1 -0.38 0.32 2.90  0.64
O1 -1.22 -0.77 3.48  -1.03
O2 -0.10 -1.37 0.94  -0.48
C3 -0.40 -1.84 -0.29  0.81
O3 -0.10 -2.98 -0.54  -0.58
C4 -0.94 -0.83 -1.29  -0.48
C5 -1.92 0.11 -0.67  0.46
O4 -3.01 0.39 -1.06  -0.53
C6 0.33 -0.09 -1.69  -0.26
C7 1.24 0.45 -0.85  -0.19
H1 2.01 2.36 0.31  0.35
H2 1.16 2.18 1.69  0.36
H3 -1.37 -1.25 -2.28  0.24
H4 -1.35 0.52 0.26  0.13
H5 0.76 -0.32 -2.64  0.20
H6 2.21 0.79 -1.14  0.19

***

8.
A cluster of 2 separate species, C7H6NO5P in total. Source: the OMol25 dataset; level of theory: ωB97M-V/def2-TZVPD.

The energy relative to the best compared isomer or geometry (same formula, charge and spin) comes out at 6.328 eV. The multiplicity is 1. Its net charge is -2. The value obtained for the lowest unoccupied orbital energy is 5.7 eV. For the total energy, the calculation gives -28367.9020 eV.

Each line ends with the natural charge from an NBO analysis.
Positions of all 20 atoms, in Å:
C1 0.48 2.66 -1.18  -0.29
C2 -0.46 1.72 -1.58  -0.20
C3 1.29 2.16 -0.11  -0.24
C4 -0.74 0.60 -0.82  -0.25
C5 1.11 0.99 0.59  -0.16
C6 -0.02 0.14 0.23  -0.06
C7 -0.38 -1.01 1.00  -0.10
N1 -1.63 -1.40 1.31  0.41
O1 -0.68 -2.78 -1.15  -1.19
O2 1.63 -1.78 -0.78  -1.20
O3 -1.94 -1.93 2.36  -0.42
O4 -2.54 -1.13 0.41  -0.50
O5 0.69 -3.65 0.79  -1.19
P1 0.46 -2.54 -0.19  2.39
H1 0.72 3.49 -1.75  0.18
H2 -1.18 1.92 -2.34  0.18
H3 2.21 2.71 0.13  0.18
H4 -1.57 -0.09 -0.95  0.27
H5 1.80 0.68 1.41  0.22
H6 0.74 -0.78 2.60  -0.01

***

9.
The ion C7H6NO7 with charge -1. Source: the OMol25 dataset; level of theory: ωB97M-V/def2-TZVPD.

The energy relative to the best compared isomer or geometry (same formula, charge and spin) comes out at 1.213 eV. The multiplicity is 1. Its net charge is -1. The value obtained for the lowest unoccupied orbital energy is 3.4 eV. For the total energy, the calculation gives -23175.4460 eV.

Each line ends with the natural charge from an NBO analysis.
Positions of all 21 atoms, in Å:
C1 -0.64 1.20 -0.68  -0.35
C2 0.58 1.94 -0.62  -0.10
C3 -0.72 -0.08 -0.34  0.36
C4 -3.50 -0.32 -0.01  1.01
C5 1.51 1.65 0.29  -0.33
C6 1.13 0.84 1.41  0.35
C7 0.49 -1.03 -0.14  0.33
N1 1.69 -1.03 -0.62  0.32
O1 -3.68 0.76 0.45  -0.66
O2 2.31 -0.25 -1.31  -0.46
O3 -1.89 -0.75 -0.32  -0.70
O4 -4.10 -1.29 -0.31  -0.65
O5 2.43 -2.31 -0.42  -0.57
O6 1.89 0.52 2.28  -0.59
O7 0.05 -2.26 0.38  -0.74
H1 -1.53 1.62 -1.25  0.24
H2 0.69 2.77 -1.27  0.20
H3 2.50 1.98 0.31  0.22
H4 -0.02 0.81 1.63  0.12
H5 1.81 -2.72 0.21  0.48
H6 -1.01 -2.05 0.33  0.54

***

10.
The molecule C7H6O2. Source: the OMol25 dataset; level of theory: ωB97M-V/def2-TZVPD.

The energy relative to the best compared isomer or geometry (same formula, charge and spin) comes out at 1.705 eV. The multiplicity is 1. As for the structure (SMILES): O=Cc1ccc(O)cc1. The value obtained for the lowest unoccupied orbital energy is -0.2 eV. For the total energy, the calculation gives -11448.5395 eV.

Each line ends with the natural charge from an NBO analysis.
Positions of all 15 atoms, in Å:
O1 -0.10 2.27 -2.64  -0.54
C1 -0.52 1.11 -2.22  0.40
C2 -0.34 0.26 -1.00  -0.20
C3 -1.20 -0.73 -0.43  -0.13
C4 -0.90 -1.23 0.95  -0.31
C5 0.21 -0.79 1.65  0.33
O2 0.75 -1.49 2.63  -0.65
C6 1.15 0.12 1.04  -0.26
C7 0.92 0.74 -0.22  -0.13
H1 -1.28 0.54 -2.83  0.10
H2 -1.99 -1.21 -0.86  0.22
H3 -1.74 -1.88 1.48  0.22
H4 0.19 -2.30 2.90  0.49
H5 1.99 0.35 1.57  0.22
H6 1.67 1.37 -0.77  0.25

***

11.
A cluster of 2 separate species, C7H6OS in total. Source: the OMol25 dataset; level of theory: ωB97M-V/def2-TZVPD.

The energy relative to the best compared isomer or geometry (same formula, charge and spin) comes out at 0.330 eV. The multiplicity is 1. As for the structure (SMILES): c1ccccc1.O=C=S. The value obtained for the lowest unoccupied orbital energy is 0.6 eV. For the total energy, the calculation gives -20237.6203 eV.

Each line ends with the natural charge from an NBO analysis.
Positions of all 15 atoms, in Å:
C1 0.62 1.13 0.41  -0.26
C2 0.40 0.04 1.23  -0.20
C3 -0.34 -1.11 0.81  -0.23
C4 -0.80 -1.10 -0.47  -0.20
C5 -0.54 -0.03 -1.38  -0.22
C6 0.27 0.97 -0.92  -0.20
H1 0.86 2.15 0.66  0.24
H2 0.61 0.19 2.32  0.22
H3 -0.88 -1.81 1.52  0.23
H4 -1.49 -1.92 -0.60  0.21
H5 -1.00 -0.08 -2.28  0.22
H6 0.65 1.87 -1.43  0.21
O1 3.40 1.23 0.33  -0.48
C7 2.92 0.22 0.02  0.40
S1 2.76 -1.27 -0.26  0.06

***

12.
The molecule C7H6OS2. Source: the OMol25 dataset; level of theory: ωB97M-V/def2-TZVPD.

The energy relative to the best compared isomer or geometry (same formula, charge and spin) comes out at 4.012 eV. The multiplicity is 1. The value obtained for the lowest unoccupied orbital energy (spin up / spin down) is -1.1 / -1.1 eV. For the total energy, the calculation gives -31069.8829 eV.

Each line ends with the natural charge from an NBO analysis.
Positions of all 16 atoms, in Å:
C1 1.54 0.31 0.44  -0.25
C2 0.47 0.19 1.22  -0.18
C3 -1.73 0.41 2.11  0.41
C4 1.44 0.28 -1.02  -0.30
C5 0.51 -0.53 -1.86  -0.31
C6 -0.75 -1.10 -1.42  -0.54
C7 -0.94 0.01 0.95  -0.54
O1 -1.36 0.26 3.25  -0.55
S1 0.17 1.27 -1.91  0.13
S2 -1.78 -0.67 -0.33  0.84
H1 2.59 0.47 0.92  0.23
H2 0.57 0.55 2.25  0.25
H3 -2.83 0.87 1.88  0.10
H4 2.37 0.25 -1.59  0.24
H5 0.97 -0.96 -2.71  0.24
H6 -1.26 -1.61 -2.18  0.24

***

Question: Look up the total energy of the seventh one.
Answer: -27869.8831 eV